[1]
Entry from OMol25: a 3-piece molecular cluster, C37H49BrClIN2O5 overall in a non-equilibrium geometry (ωB97M-V/def2-TZVPD).

```
! wB97M-V def2-TZVPD RIJCOSX def2/J DEFGRID3
* xyz 0 1
C -8.551 -1.082 3.023
C -7.175 -1.304 3.332
C -5.529 -1.554 3.496
C -4.923 -1.632 1.962
C -3.377 -1.091 1.819
C -2.772 -1.811 0.440
C -3.449 -1.621 -0.905
O -4.636 -0.781 -1.131
C -2.845 -2.398 -2.257
O -3.711 -2.869 -3.158
C -1.206 -2.547 -2.312
C -0.437 -2.464 -3.757
Cl -1.389 -2.255 -5.376
C 1.202 -2.567 -3.756
C 1.999 -2.433 -5.208
C 2.461 -0.845 -5.387
C 1.252 0.144 -5.886
C 0.347 0.752 -4.659
C 0.361 2.423 -4.612
C -0.736 2.841 -3.448
C -0.175 4.001 -2.423
C -0.643 3.815 -0.863
C -0.257 5.058 0.133
C 0.810 6.140 -0.483
C 2.381 5.583 -0.363
O 2.727 5.728 1.079
C 3.634 4.657 1.521
C 1.997 -2.776 -2.300
I 4.209 -2.874 -2.462
C 1.185 -2.872 -0.841
C 2.051 -3.057 0.540
C 1.974 -4.596 1.175
O 1.565 -5.621 0.423
Br 2.525 -4.831 3.094
C -0.449 -2.738 -0.839
C -1.402 -2.764 0.530
O -1.063 -3.478 1.612
H -9.512 -0.847 2.355
H -5.006 -0.733 4.146
H -5.420 -2.651 3.940
H -5.074 -2.701 1.457
H -5.593 -0.892 1.316
H -3.290 0.076 1.807
H -2.776 -1.511 2.733
H -4.379 0.183 -0.915
H 1.316 -2.670 -6.137
H 2.932 -3.142 -5.285
H 2.968 -0.514 -4.366
H 3.282 -0.844 -6.224
H 1.762 1.070 -6.437
H 0.524 -0.350 -6.673
H -0.801 0.465 -4.749
H 0.690 0.324 -3.602
H -0.032 2.850 -5.633
H 1.431 2.866 -4.438
H -1.732 3.213 -3.972
H -1.008 1.867 -2.857
H -0.620 5.029 -2.797
H 1.002 4.025 -2.509
H -1.834 3.748 -0.865
H -0.241 2.781 -0.430
H -1.194 5.662 0.524
H 0.239 4.578 1.096
H 0.548 6.549 -1.548
H 0.779 7.087 0.244
H 3.077 6.359 -0.932
H 2.514 4.495 -0.775
H 3.227 3.576 1.277
H 3.764 4.682 2.706
H 4.738 4.762 1.093
H 1.623 -2.257 1.309
H 3.199 -2.821 0.437
C 9.850 4.372 2.574
C 9.299 3.499 1.453
C 7.984 4.021 0.875
C 6.887 3.972 1.850
N 6.019 3.937 2.620
H 9.177 4.389 3.436
H 10.815 3.983 2.913
H 9.999 5.401 2.233
H 9.171 2.475 1.824
H 10.043 3.457 0.649
H 7.715 3.409 0.006
H 8.116 5.047 0.512
C -7.086 -7.638 5.252
C -5.946 -6.940 4.520
C -5.245 -5.881 5.370
C -6.124 -4.749 5.690
N -6.819 -3.855 5.946
H -7.887 -6.938 5.506
H -7.516 -8.420 4.618
H -6.731 -8.107 6.175
H -6.332 -6.491 3.597
H -5.209 -7.696 4.224
H -4.373 -5.509 4.819
H -4.867 -6.333 6.294
*
```

As for the HOMO energy: -0.330 hartree. The structure (SMILES) is C#CCCCC1=C(O)C(=O)c2c(Cl)c(CCCCCCCCCCCOC)c(I)c(CC(=O)Br)c2C1=O.CCCC#N.CCCC#N. The lowest unoccupied orbital energy is -1.99 eV. Its gap between HOMO and LUMO is 6.982 eV.

=====

[2]
Entry from OMol25: C37H49FN3O7P2SScSe2Te2 as an isolated structure (ωB97M-V/def2-TZVPD).

```
! wB97M-V def2-TZVPD RIJCOSX def2/J DEFGRID3
* xyz -2 1
Sc -0.529 1.331 -0.254
O -2.176 -2.484 -0.143
C -1.550 -1.452 -0.366
O -1.782 -0.312 0.173
C -0.365 -1.433 -1.392
O -0.117 -2.423 -2.070
O 0.272 -0.322 -1.404
Se -3.122 3.152 0.375
Te -4.431 3.831 2.462
Te -1.109 6.342 -1.233
Se -1.058 4.267 0.245
C 1.052 2.847 4.230
C -0.115 1.884 4.397
S -1.188 2.011 2.952
O -0.227 1.583 1.853
C -2.180 0.531 3.212
C -2.998 0.545 4.492
H 1.728 2.770 5.084
H 0.701 3.877 4.151
H 1.607 2.606 3.323
H -0.723 2.125 5.270
H 0.224 0.847 4.452
H -1.473 -0.299 3.133
H -2.813 0.499 2.323
H -2.366 0.524 5.383
H -3.636 -0.340 4.516
H -3.636 1.429 4.519
C -4.983 2.343 -3.742
N -3.641 2.483 -3.224
C -3.133 3.852 -3.255
P -2.564 1.253 -3.057
O -1.530 1.643 -2.048
N -3.507 -0.049 -2.723
C -4.443 -0.019 -1.601
C -3.269 -1.376 -3.279
N -1.779 0.924 -4.466
C -2.519 0.719 -5.689
C -0.369 0.564 -4.523
H -5.052 2.674 -4.787
H -5.664 2.963 -3.151
H -5.315 1.309 -3.679
H -3.121 4.240 -4.281
H -2.125 3.901 -2.856
H -3.756 4.495 -2.632
H -4.527 0.993 -1.206
H -4.098 -0.672 -0.797
H -5.432 -0.351 -1.936
H -2.380 -1.381 -3.904
H -4.132 -1.694 -3.878
H -3.105 -2.102 -2.481
H -3.572 0.957 -5.548
H -2.452 -0.324 -6.026
H -2.126 1.358 -6.487
H 0.119 0.799 -3.581
H 0.118 1.128 -5.323
H -0.244 -0.509 -4.710
F 2.930 2.892 -5.895
C 2.638 2.687 -4.568
C 3.051 1.519 -3.964
C 2.743 1.315 -2.624
C 2.022 2.252 -1.867
C 1.654 2.009 -0.464
C 1.623 3.421 -2.540
C 1.926 3.644 -3.875
H 3.601 0.781 -4.535
H 3.063 0.399 -2.144
H 1.740 2.913 0.145
H 2.245 1.201 -0.017
H 1.050 4.175 -2.010
H 1.598 4.549 -4.371
O 0.770 -1.168 1.482
P 1.792 -2.096 2.005
C 1.090 -3.682 2.526
C 1.726 -4.555 3.408
C 1.139 -5.770 3.728
C -0.085 -6.116 3.167
C -0.720 -5.248 2.291
C -0.138 -4.029 1.967
C 3.085 -2.489 0.809
C 4.198 -3.266 1.130
C 5.129 -3.577 0.154
C 4.942 -3.123 -1.148
C 3.834 -2.356 -1.468
C 2.902 -2.028 -0.490
C 2.641 -1.429 3.466
C 2.032 -1.515 4.717
C 2.573 -0.852 5.808
C 3.723 -0.088 5.655
C 4.329 0.011 4.411
C 3.790 -0.656 3.320
H 2.673 -4.280 3.859
H 1.633 -6.444 4.417
H -0.544 -7.065 3.418
H -1.673 -5.508 1.850
H -0.645 -3.356 1.283
H 4.340 -3.625 2.144
H 5.996 -4.177 0.403
H 5.667 -3.374 -1.914
H 3.678 -2.009 -2.482
H 2.033 -1.425 -0.739
H 1.124 -2.095 4.832
H 2.089 -0.919 6.774
H 4.139 0.439 6.504
H 5.215 0.620 4.284
H 4.252 -0.560 2.344
*
```

As for the HOMO energy: -0.047 hartree. The lowest unoccupied orbital energy is 3.60 eV. The energy above the lowest of the compared OMol25 structures with the same formula, charge and spin comes out at 0.0 kJ/mol. Its gap between HOMO and LUMO is 4.881 eV.